(1)
Formula: C3H11N3
Source: OMol25
Level of theory: ωB97M-V/def2-TZVPD

Positions of all 17 atoms, in Å:
C: 1.416 -0.222 -0.612
C: 1.413 -1.190 0.283
N: 1.385 -0.953 1.694
N: 1.374 -0.549 -2.012
H: 1.401 0.836 -0.374
H: 1.398 -2.215 -0.082
H: 2.064 -1.539 2.164
H: 0.478 -1.235 2.051
H: 2.022 0.027 -2.539
H: 0.459 -0.334 -2.397
C: -2.439 1.552 -0.368
N: -2.389 1.008 0.982
H: -3.421 1.880 -0.743
H: -2.079 0.843 -1.113
H: -1.810 2.441 -0.416
H: -2.662 1.736 1.627
H: -3.068 0.269 1.087

Summary:
F_max: 0.73 eV/A
SMILES string: N/C=C/N.CN
Energy above the lowest of the compared OMol25 structures with the same formula, charge and spin: 1.6105 eV
DFT total energy: -285.11864 a.u.
HOMO: -9.0 eV

(2)
Formula: C3H11N3
Source: OMol25
Level of theory: ωB97M-V/def2-TZVPD

Positions of all 17 atoms, in Å:
C: -0.025 0.099 0.682
N: 0.560 -0.031 -0.641
C: 0.117 -1.140 -1.415
N: 0.518 -2.488 -0.956
C: 0.100 1.449 1.547
N: -0.622 2.390 0.578
H: -1.077 -0.247 0.722
H: 0.379 -0.735 1.428
H: 0.458 0.814 -1.234
H: -0.994 -1.213 -1.509
H: 0.177 -1.077 -2.429
H: 0.507 -3.206 -1.715
H: 1.440 -2.352 -0.508
H: 1.133 1.693 1.867
H: -0.414 1.135 2.493
H: -1.116 1.770 0.066
H: -1.141 3.141 1.025

Summary:
F_max: 5.56 eV/A
SMILES string: NCCNCN
Energy above the lowest of the compared OMol25 structures with the same formula, charge and spin: 2.5119 eV
DFT total energy: -285.08551 a.u.
HOMO: -8.7 eV

(3)
Formula: C3H11N3
Source: OMol25
Level of theory: ωB97M-V/def2-TZVPD

Positions of all 17 atoms, in Å:
C: -2.408 2.629 1.334
N: -3.219 1.620 0.487
C: -2.820 0.274 0.678
H: -1.441 2.830 0.911
H: -2.872 3.610 1.292
H: -2.532 2.256 2.363
H: -3.079 1.986 -0.502
H: -1.875 -0.023 0.246
H: -3.659 -0.319 0.159
H: -2.884 0.003 1.783
N: 3.243 -2.890 -0.804
C: 4.075 -2.077 -1.516
N: 4.320 -0.895 -1.039
H: 2.999 -3.732 -1.303
H: 2.610 -2.430 -0.210
H: 4.519 -2.494 -2.444
H: 5.022 -0.349 -1.435

Summary:
F_max: 4.23 eV/A
SMILES string: [H]/N=C/N.CNC
Energy above the lowest of the compared OMol25 structures with the same formula, charge and spin: 1.7927 eV
DFT total energy: -285.11195 a.u.
HOMO: -8.7 eV

(4)
Formula: C3H11N3O
Source: OMol25
Level of theory: ωB97M-V/def2-TZVPD

Positions of all 18 atoms, in Å:
C: 0.760 1.649 2.387
C: -0.214 1.178 1.351
N: 0.389 0.153 0.405
C: 0.015 -0.048 -0.896
N: -1.186 0.488 -1.344
N: 0.768 -0.648 -1.809
H: 1.799 1.879 2.137
H: 0.349 2.486 2.961
H: 0.762 0.899 3.202
H: -0.370 2.059 0.723
H: -1.171 0.856 1.753
H: 1.390 0.025 0.495
H: -1.350 0.142 -2.274
H: -1.947 0.447 -0.679
H: 1.571 -0.001 -1.641
H: 0.064 -4.193 -1.843
H: -0.801 -3.306 -2.760
O: -0.829 -4.063 -2.167

Summary:
F_max: 2.97 eV/A
SMILES string: [H]/N=C(/N)NCC.O
Energy above the lowest of the compared OMol25 structures with the same formula, charge and spin: 1.7598 eV
DFT total energy: -360.37273 a.u.
HOMO: -8.4 eV